Molecular formula: C42H96Br15Cl3O24P6
Method: DFT, ωB97M-V with the def2-TZVPD basis set

Cartesian coordinates (Å):
C -1.6899 -6.2872 6.1761
Br -3.2022 -7.2304 7.1304
Br -0.1868 -6.1410 7.4142
Br -2.1888 -4.5865 5.3239
H -1.3884 -6.9819 5.3920
C -4.8248 -2.7563 8.7190
Br -5.3026 -4.4422 9.7556
Br -5.9773 -1.2417 9.2265
Br -5.1267 -3.0475 6.7793
H -3.7813 -2.5602 8.9655
C -4.7764 2.6879 3.8623
Br -5.9915 1.0888 3.9475
Br -2.9863 2.4662 4.7975
Br -5.7752 4.1387 4.8042
H -4.5663 2.9881 2.8358
C -3.5757 2.9839 -0.7111
Br -5.4562 3.6189 -0.6745
Br -3.0401 2.6339 -2.5698
Br -3.2522 1.3676 0.3718
H -2.9554 3.8357 -0.4324
C -1.1750 -6.3332 1.8798
Br -0.9133 -8.1226 2.7065
Br -3.0333 -5.7648 2.1954
Br -0.8030 -6.3725 -0.0292
H -0.4806 -5.6319 2.3424
C -0.4918 0.1706 -4.6595
C 0.2710 0.9641 -5.7059
O 0.2452 0.2332 -6.9395
P 0.8903 0.9760 -8.2265
O 2.3648 0.7476 -8.3257
O 0.5107 2.5274 -8.0981
C 1.1976 3.5019 -8.8547
C 1.1147 4.7896 -8.0703
O 0.0237 0.5792 -9.4940
C -1.3550 0.7430 -9.5690
C -1.5888 1.8648 -10.5780
H -0.3659 0.5055 -3.6298
H -1.4868 0.5814 -4.8312
H -0.4760 -0.9114 -4.7897
H -0.0974 1.9864 -5.7910
H 1.2904 1.1132 -5.3501
H 2.1567 3.1432 -9.2284
H 0.7037 3.6676 -9.8122
H 1.7216 4.6932 -7.1700
H 1.5102 5.6170 -8.6594
H 0.1267 5.0870 -7.7189
H -1.9096 -0.1284 -9.9171
H -1.6670 1.0309 -8.5651
H -1.2099 2.8147 -10.2009
H -1.3043 1.7142 -11.6194
H -2.6707 1.9622 -10.6691
C 3.8584 3.5009 1.3702
C 5.2354 4.0849 1.8044
O 5.5925 5.2431 1.1161
P 4.6124 6.5858 1.0391
O 3.4061 6.4298 0.2244
O 4.3799 6.9596 2.5836
C 3.0466 6.8987 3.1547
C 2.9497 8.1225 4.0728
O 5.6595 7.7346 0.5382
C 5.2961 9.0329 -0.0054
C 4.7940 9.9269 1.0653
H 3.8446 3.1758 0.3299
H 3.6383 2.6132 1.9632
H 2.9800 4.1139 1.5721
H 5.2454 4.3987 2.8482
H 6.0134 3.3245 1.7365
H 2.2922 6.9667 2.3709
H 2.9501 5.9336 3.6521
H 2.7775 9.0824 3.5859
H 2.1147 8.0566 4.7703
H 3.8061 8.1839 4.7443
H 6.1596 9.5793 -0.3849
H 4.5556 8.9059 -0.7951
H 4.0639 9.3608 1.6437
H 5.5766 10.3558 1.6911
H 4.2216 10.7184 0.5818
C -2.4023 0.1649 9.3302
C -1.4972 1.0664 8.4849
O -0.1763 1.0830 9.0872
P 1.1917 0.5177 8.3675
O 1.7162 1.3453 7.2839
O 2.1600 0.3870 9.6475
C 3.4575 -0.1148 9.4861
C 3.5158 -1.1417 10.5779
O 0.9218 -1.0775 8.0355
C 0.6748 -1.4713 6.6754
C 0.7813 -2.9484 6.6212
H -3.3777 0.2434 8.8501
H -1.9702 -0.8345 9.2782
H -2.4520 0.4159 10.3897
H -1.4379 0.5751 7.5137
H -1.9160 2.0588 8.3179
H 3.6708 -0.4569 8.4734
H 4.1298 0.7416 9.5379
H 4.3157 -1.8681 10.4349
H 3.8673 -0.6414 11.4803
H 2.5725 -1.6637 10.7383
H -0.2710 -1.2108 6.2003
H 1.4674 -1.1561 5.9967
H 1.8057 -3.2727 6.8042
H 0.1987 -3.3519 7.4494
H 0.3920 -3.3879 5.7029
C 5.1641 -2.4399 -6.0327
C 4.2214 -1.4297 -5.4158
O 4.2121 -1.7636 -4.0544
P 2.9757 -1.0904 -3.2095
O 2.7804 0.3725 -3.3104
O 3.3136 -1.5289 -1.6927
C 2.4684 -0.9772 -0.7108
C 3.2422 -0.2677 0.4143
O 1.6860 -2.0260 -3.6091
C 1.8047 -3.4775 -3.7027
C 0.8257 -4.0494 -2.6192
H 4.8840 -3.4718 -5.8213
H 5.0357 -2.2903 -7.1048
H 6.1908 -2.2991 -5.6947
H 4.6040 -0.4100 -5.4586
H 3.2757 -1.4125 -5.9577
H 1.7271 -0.3207 -1.1665
H 1.8949 -1.7843 -0.2549
H 3.5705 0.6979 0.0297
H 2.6256 0.0399 1.2589
H 4.1161 -0.8123 0.7717
H 1.5136 -3.8746 -4.6752
H 2.8188 -3.7668 -3.4271
H 1.2228 -3.6101 -1.7040
H -0.1815 -3.6601 -2.7674
H 0.7342 -5.1351 -2.5877
C 0.2906 2.5007 3.4237
C -0.4254 1.4310 2.5994
O 0.0982 0.1695 3.0514
P -0.6395 -1.1893 2.5210
O -0.3341 -2.4439 3.2205
O -0.4194 -1.1913 0.8592
C -1.2590 -1.9642 0.0667
C -1.2118 -1.3956 -1.3772
O -2.1991 -0.7902 2.7488
C -2.9787 -1.2479 3.7546
C -4.1186 -2.0244 3.1274
H -0.0720 3.4991 3.1788
H 0.1775 2.3382 4.4955
H 1.3268 2.4812 3.0862
H -1.4868 1.6770 2.6341
H -0.1591 1.5763 1.5525
H -0.8678 -2.9790 -0.0055
H -2.2947 -2.0200 0.4017
H -0.2014 -1.4432 -1.7834
H -1.8777 -1.9554 -2.0340
H -1.5082 -0.3473 -1.4128
H -2.3697 -1.8262 4.4494
H -3.3135 -0.3772 4.3184
H -4.7245 -2.4859 3.9071
H -4.7278 -1.3493 2.5264
H -3.8472 -2.9003 2.5381
C -4.9862 -4.0983 -2.0351
C -4.1097 -4.9758 -2.8848
O -4.1026 -4.2840 -4.1449
P -4.4374 -5.1074 -5.4733
O -5.8201 -5.6666 -5.5509
O -4.0916 -4.0599 -6.7131
C -4.3656 -2.6797 -6.4930
C -3.0454 -1.9101 -6.3659
O -3.2306 -6.2373 -5.5347
C -1.8405 -5.9547 -5.7813
C -0.8390 -7.0753 -5.3107
H -4.8643 -4.5540 -1.0525
H -4.5095 -3.1216 -1.9520
H -6.0278 -3.9182 -2.3008
H -3.1024 -5.2057 -2.5373
H -4.6506 -5.9199 -2.9497
H -4.8609 -2.3685 -7.4128
H -5.1777 -2.4605 -5.7998
H -2.4457 -2.0367 -7.2672
H -3.1141 -0.8268 -6.2663
H -2.4725 -2.3940 -5.5749
H -1.7392 -5.8427 -6.8608
H -1.5828 -5.0203 -5.2828
H -1.1545 -8.0770 -5.6027
H 0.1207 -6.9762 -5.8179
H -0.7328 -7.1402 -4.2279
C 0.5634 3.9290 -1.6205
Cl 0.4189 2.2170 -0.9967
Cl -0.4789 4.8059 -0.5548
Cl 0.0645 4.0997 -3.2717
H 1.5674 4.3303 -1.4825

## Properties
- multiplicity = 2
- total charge = -1
- E_tot (Ha) = -45503.0584
- HOMO-LUMO gap (alpha / beta) (Eh) = 0.0972 / 0.2558
- HOMO (alpha / beta) (eV) = -1.77 / -6.09